The following is a DFT calculation (wB97M-V/def2-TZVPD) of one molecule with the formula C7H8BNO4.

Results
**LUMO energy**: -0.550 eV
**Total charge**: 0
**HOMO-LUMO gap**: 9.140 eV
**Highest occupied orbital energy**: -9.69 eV

Each line ends with the Löwdin charge.
Cartesian coordinates (Å):
C (2.134, 1.821, 0.011)  -0.053
C (1.487, 0.487, 0.090)  -0.163
C (2.081, -0.772, -0.026)  -0.014
C (1.364, -1.966, 0.015)  -0.042
C (0.001, -1.936, 0.029)  -0.027
C (-0.647, -0.725, 0.006)  0.004
B (-2.204, -0.769, 0.018)  -0.729
O (-2.861, -0.930, 1.167)  0.238
O (-2.794, -0.684, -1.218)  0.199
C (0.067, 0.492, 0.077)  -0.048
N (-0.771, 1.636, 0.060)  -0.294
O (-1.992, 1.450, 0.110)  0.092
O (-0.283, 2.726, -0.033)  0.107
H (1.760, 2.293, -0.901)  0.094
H (2.099, 2.277, 0.966)  0.076
H (3.269, 1.875, -0.118)  0.106
H (3.088, -0.723, -0.155)  0.080
H (1.968, -2.835, -0.035)  0.103
H (-0.491, -2.904, 0.045)  0.129
H (-3.612, -0.421, 1.172)  0.068
H (-3.664, -0.392, -1.281)  0.071

Cartesian forces (eV/Å) of the 2 atoms listed first:
C 3.3 -0.6 -1.2
C -1.7 -0.1 -0.8



The following is a DFT calculation (wB97M-V/def2-TZVPD) of C3H5N3 as an isolated structure.

Results
**LUMO energy**: 1.156 eV
**Total charge**: 0
**Relative energy (zero: lowest compared OMol25 entry of this formula, charge and spin)**: 487.1 kJ/mol
**HOMO-LUMO gap**: 10.090 eV
**Highest occupied orbital energy**: -8.93 eV

Each line ends with the Löwdin charge.
Cartesian coordinates (Å):
C (0.116, -1.510, -0.062)  -0.153
N (1.189, -0.506, -0.267)  0.066
C (0.147, 0.445, -0.266)  -0.520
C (-0.488, 1.722, -0.100)  0.027
N (-0.799, 0.460, 0.831)  0.051
N (-0.968, -0.489, -0.278)  0.009
H (1.889, -0.410, 0.463)  0.108
H (0.089, -2.246, -0.862)  0.108
H (0.086, -1.973, 0.925)  0.112
H (0.036, 2.531, 0.390)  0.098
H (-1.297, 1.976, -0.774)  0.092

Cartesian forces (eV/Å) of the 2 atoms listed first:
C 0.0 -0.2 0.3
N 0.6 0.0 -0.2



The following is a DFT calculation (wB97M-V/def2-TZVPD) of a 4-piece molecular cluster, C26H51F9O11 overall.

Results
**LUMO energy**: 0.738 eV
**Total charge**: 0
**Relative energy (zero: lowest compared OMol25 entry of this formula, charge and spin)**: 0.0 kJ/mol
**HOMO-LUMO gap**: 9.961 eV
**Highest occupied orbital energy**: -9.22 eV

Each line ends with the Löwdin charge.
Cartesian coordinates (Å):
C (2.166, 1.541, -7.778)  -0.090
O (3.548, 1.768, -7.520)  -0.180
C (4.442, 1.196, -8.451)  -0.198
C (4.849, -0.211, -8.048)  -0.175
O (3.787, -1.108, -8.357)  -0.113
C (3.956, -2.420, -7.896)  -0.089
C (3.622, -2.621, -6.399)  -0.376
F (2.924, -3.791, -6.288)  0.108
F (2.805, -1.629, -5.970)  0.126
C (4.858, -2.754, -5.431)  -0.332
F (5.106, -4.068, -5.260)  0.152
F (5.959, -2.214, -5.999)  0.135
C (4.686, -2.160, -3.996)  -0.343
F (5.605, -2.757, -3.208)  0.159
F (3.470, -2.479, -3.533)  0.164
C (4.931, -0.634, -3.809)  -0.551
F (6.194, -0.327, -4.093)  0.187
F (4.128, 0.106, -4.565)  0.182
F (4.695, -0.336, -2.530)  0.173
H (1.703, 2.473, -8.119)  0.086
H (1.687, 1.214, -6.851)  0.087
H (2.023, 0.749, -8.517)  0.083
H (4.017, 1.182, -9.462)  0.131
H (5.349, 1.811, -8.434)  0.130
H (5.764, -0.522, -8.572)  0.136
H (5.055, -0.187, -6.973)  0.111
H (3.219, -3.029, -8.427)  0.147
H (4.951, -2.813, -8.137)  0.143
C (-2.245, -0.484, 2.884)  -0.103
O (-1.041, -0.193, 2.214)  -0.194
C (0.057, -0.069, 3.100)  -0.201
C (1.358, -0.187, 2.338)  -0.180
O (1.724, -1.526, 2.041)  -0.122
C (1.028, -2.165, 0.982)  -0.180
C (1.477, -1.734, -0.395)  -0.205
O (0.893, -0.492, -0.748)  -0.191
C (1.572, 0.119, -1.823)  -0.106
H (-2.507, 0.306, 3.599)  0.091
H (-3.026, -0.553, 2.129)  0.065
H (-2.179, -1.443, 3.411)  0.093
H (0.017, -0.848, 3.871)  0.133
H (0.008, 0.914, 3.588)  0.107
H (2.158, 0.186, 2.979)  0.109
H (1.336, 0.429, 1.436)  0.127
H (-0.052, -2.045, 1.087)  0.121
H (1.266, -3.225, 1.089)  0.128
H (1.171, -2.495, -1.127)  0.129
H (2.572, -1.657, -0.410)  0.129
H (2.605, 0.346, -1.552)  0.075
H (1.058, 1.051, -2.051)  0.091
H (1.557, -0.520, -2.714)  0.085
C (2.878, 2.533, 4.615)  -0.112
O (2.146, 3.163, 5.641)  -0.189
C (0.936, 2.484, 5.923)  -0.215
C (0.396, 2.886, 7.276)  -0.181
O (1.031, 2.233, 8.364)  -0.126
C (2.310, 2.718, 8.743)  -0.183
C (2.265, 3.996, 9.549)  -0.210
O (2.077, 5.118, 8.704)  -0.196
C (1.648, 6.255, 9.416)  -0.115
H (2.299, 2.486, 3.686)  0.081
H (3.776, 3.123, 4.441)  0.090
H (3.172, 1.519, 4.910)  0.090
H (1.099, 1.398, 5.909)  0.126
H (0.198, 2.741, 5.149)  0.123
H (-0.647, 2.563, 7.323)  0.128
H (0.420, 3.972, 7.393)  0.124
H (2.965, 2.833, 7.877)  0.123
H (2.727, 1.940, 9.385)  0.127
H (3.214, 4.110, 10.092)  0.128
H (1.449, 3.932, 10.280)  0.129
H (0.679, 6.077, 9.898)  0.088
H (1.541, 7.069, 8.702)  0.087
H (2.378, 6.547, 10.180)  0.088
C (-4.078, -1.018, -0.804)  -0.108
O (-5.299, -1.711, -0.670)  -0.194
C (-5.696, -1.831, 0.684)  -0.214
C (-7.168, -2.156, 0.786)  -0.183
O (-8.016, -1.030, 0.621)  -0.127
C (-8.221, -0.573, -0.706)  -0.184
C (-9.201, -1.410, -1.497)  -0.210
O (-8.579, -2.585, -1.986)  -0.196
C (-9.516, -3.559, -2.382)  -0.115
H (-3.268, -1.526, -0.268)  0.083
H (-3.832, -0.984, -1.863)  0.089
H (-4.170, 0.008, -0.429)  0.091
H (-5.498, -0.894, 1.220)  0.123
H (-5.112, -2.637, 1.153)  0.129
H (-7.359, -2.506, 1.803)  0.127
H (-7.434, -2.959, 0.095)  0.123
H (-7.276, -0.476, -1.245)  0.123
H (-8.656, 0.423, -0.597)  0.127
H (-9.571, -0.820, -2.347)  0.128
H (-10.051, -1.671, -0.855)  0.128
H (-10.135, -3.878, -1.535)  0.088
H (-8.961, -4.417, -2.754)  0.087
H (-10.168, -3.185, -3.180)  0.087

Cartesian forces (eV/Å) of the 2 atoms listed first:
C 0.1 -0.1 0.1
O -0.1 -0.1 -0.1



The following is a DFT calculation (wB97M-V/def2-TZVPD) of C42H34CoN8O2S as an isolated structure.

Results
**⟨S²⟩**: 3.86
**Multiplicity**: 4
**LUMO energy (spin up / spin down)**: -5.623 / -6.231 eV
**Total charge**: +2
**Relative energy (zero: lowest compared OMol25 entry of this formula, charge and spin)**: 0.0 kJ/mol
**HOMO-LUMO gap (spin up / spin down)**: 6.230 / 6.450 eV
**Highest occupied orbital energy (spin up / spin down)**: -11.85 / -12.68 eV

Each line ends with the Löwdin charge.
Cartesian coordinates (Å):
Co (-0.543, -0.869, 0.426)  0.538
C (2.612, 1.966, 0.289)  -0.019
C (3.064, -0.255, -0.875)  -0.351
C (4.038, -1.060, -1.694)  0.056
C (3.974, -2.415, -1.704)  -0.033
C (3.042, -3.060, -0.876)  0.029
C (2.317, -2.275, 0.070)  -0.245
N (2.389, -0.997, 0.172)  0.172
C (1.424, -2.979, 1.039)  -0.174
C (1.883, -4.137, 1.640)  0.017
C (1.063, -4.823, 2.513)  0.003
C (-0.182, -4.300, 2.791)  0.020
C (-0.582, -3.108, 2.198)  -0.161
N (0.197, -2.478, 1.293)  0.086
C (-1.880, -2.467, 2.592)  -0.199
C (-2.671, -3.020, 3.586)  0.009
C (-3.857, -2.392, 3.930)  -0.010
C (-4.214, -1.239, 3.267)  0.007
C (-3.379, -0.734, 2.274)  -0.270
C (-3.778, 0.511, 1.533)  -0.010
N (-2.228, -1.337, 1.952)  0.115
H (2.316, 2.671, -0.487)  0.094
H (2.971, 2.535, 1.147)  0.093
H (1.729, 1.399, 0.587)  0.044
H (4.721, -0.538, -2.352)  0.130
H (4.619, -2.992, -2.354)  0.123
H (2.897, -4.130, -0.936)  0.119
H (2.887, -4.483, 1.435)  0.131
H (1.391, -5.744, 2.978)  0.132
H (-0.834, -4.822, 3.471)  0.113
H (-2.389, -3.923, 4.101)  0.109
H (-4.489, -2.805, 4.705)  0.128
H (-5.134, -0.721, 3.504)  0.127
H (-4.823, 0.745, 1.723)  0.095
H (-3.640, 0.389, 0.458)  0.036
H (-3.188, 1.369, 1.865)  0.082
N (-1.645, 3.091, 0.509)  0.151
C (-2.557, 3.504, -0.499)  -0.227
C (-3.074, 4.785, -0.467)  -0.003
C (-3.970, 5.192, -1.448)  -0.050
C (-4.344, 4.314, -2.451)  -0.054
C (-3.823, 3.026, -2.474)  -0.083
C (-2.929, 2.625, -1.498)  -0.436
S (-2.300, 0.975, -1.578)  1.057
N (-1.299, 0.869, -0.190)  -0.270
C (-1.112, 1.862, 0.613)  -0.348
C (-0.228, 1.588, 1.779)  -0.198
C (0.171, 2.550, 2.686)  0.018
C (1.032, 2.191, 3.713)  -0.009
C (1.464, 0.882, 3.787)  -0.001
C (1.022, -0.020, 2.834)  -0.073
N (0.191, 0.315, 1.851)  0.045
H (-1.451, 3.761, 1.231)  0.133
H (-2.780, 5.468, 0.322)  0.124
H (-4.373, 6.195, -1.421)  0.119
H (-5.041, 4.624, -3.218)  0.119
H (-4.117, 2.335, -3.256)  0.116
H (-0.151, 3.578, 2.601)  0.122
H (1.363, 2.928, 4.433)  0.130
H (2.137, 0.550, 4.565)  0.126
H (1.354, -1.048, 2.863)  0.116
O (6.410, 3.581, -2.472)  0.138
C (5.490, 2.867, -3.144)  -0.482
O (5.538, 2.779, -4.336)  0.148
C (4.426, 2.142, -2.352)  -0.132
C (4.674, 1.721, -1.101)  0.014
C (3.700, 0.999, -0.212)  -0.241
C (1.956, 0.141, -1.870)  -0.170
C (2.148, 1.085, -2.892)  0.002
C (3.213, 1.918, -3.121)  0.029
N (0.838, -0.610, -1.752)  0.102
C (0.121, -1.042, -2.723)  -0.070
C (-1.067, -1.833, -2.411)  -0.279
C (-1.768, -2.439, -3.444)  0.007
C (-2.880, -3.212, -3.161)  -0.013
C (-3.255, -3.350, -1.834)  -0.018
C (-2.516, -2.699, -0.862)  -0.092
N (-1.445, -1.940, -1.119)  0.044
H (6.168, 3.683, -1.544)  0.107
H (5.654, 1.913, -0.673)  0.133
H (4.242, 0.623, 0.655)  0.146
H (1.323, 1.177, -3.592)  0.119
H (3.163, 2.506, -4.029)  0.126
H (0.389, -0.911, -3.773)  0.142
H (-1.423, -2.300, -4.460)  0.129
H (-3.437, -3.696, -3.953)  0.127
H (-4.111, -3.943, -1.543)  0.121
H (-2.816, -2.781, 0.172)  0.104

Cartesian forces (eV/Å) of the 2 atoms listed first:
Co -0.4 0.1 -0.3
C 0.0 -0.1 0.0



| no. | strongest force on any atom (eV/Å) | DFT total energy (eV) |
| --- | --- | --- |
| 1 | 3.6 | -17744.3484 |
| 2 | 1.8 | -7657.4072 |
| 3 | 0.4 | -74763.1228 |
| 4 | 0.5 | -108571.4499 |